{
  "formula": "C24H37CrFN2SSe2",
  "method": "wB97M-V/def2-TZVPD",
  "species": ["Cr", "C", "C", "C", "C", "C", "C", "C", "C", "C", "C", "H", "H", "H", "H", "H", "H", "H", "H", "H", "H", "H", "H", "H", "H", "H", "C", "Se", "C", "C", "Se", "C", "H", "H", "H", "H", "H", "H", "H", "H", "H", "H", "S", "C", "N", "C", "C", "N", "H", "H", "H", "H", "H", "H", "F", "C", "C", "C", "C", "C", "C", "C", "H", "H", "H", "H", "H", "H"],
  "positions_angstrom": [[-0.215, 0.573, 0.053], [-1.491, 2.465, 0.658], [-0.875, 1.816, 1.773], [0.533, 2.036, 1.673], [0.769, 2.765, 0.490], [-0.482, 3.024, -0.131], [-0.723, 3.852, -1.356], [2.101, 3.323, 0.090], [1.536, 1.754, 2.750], [-1.583, 1.400, 3.023], [-2.967, 2.692, 0.487], [-1.546, 3.455, -1.958], [0.155, 3.891, -2.001], [-0.988, 4.880, -1.094], [2.832, 2.539, -0.116], [2.505, 3.952, 0.888], [2.025, 3.941, -0.805], [2.535, 1.589, 2.346], [1.275, 0.868, 3.331], [1.604, 2.593, 3.451], [-0.953, 0.768, 3.649], [-2.498, 0.839, 2.824], [-1.859, 2.277, 3.616], [-3.239, 3.719, 0.750], [-3.557, 2.038, 1.129], [-3.310, 2.536, -0.541], [5.662, 1.136, 0.295], [4.039, 0.067, 0.364], [4.497, -1.215, -1.024], [4.176, -2.647, -0.617], [2.379, -2.939, 0.069], [2.706, -2.825, 1.977], [5.803, 1.560, -0.697], [6.534, 0.553, 0.582], [5.526, 1.948, 1.008], [5.565, -1.110, -1.216], [3.948, -0.943, -1.923], [4.869, -3.015, 0.138], [4.246, -3.299, -1.488], [3.527, -3.487, 2.244], [1.791, -3.178, 2.451], [2.922, -1.808, 2.284], [1.025, 0.426, -1.950], [-0.471, -0.448, -2.131], [-0.496, -1.789, -2.238], [-1.527, -2.211, -3.181], [-2.514, -1.057, -3.046], [-1.603, 0.053, -2.716], [0.388, -2.261, -2.127], [-1.974, -3.162, -2.902], [-1.115, -2.276, -4.191], [-3.225, -1.247, -2.242], [-3.051, -0.851, -3.969], [-1.983, 0.913, -2.350], [-5.890, -3.333, -0.802], [-4.705, -2.821, -0.381], [-3.575, -3.606, -0.453], [-2.363, -3.075, -0.020], [-2.257, -1.777, 0.479], [-0.963, -1.193, 0.971], [-3.437, -1.028, 0.534], [-4.664, -1.533, 0.112], [-3.649, -4.619, -0.828], [-1.474, -3.696, -0.058], [-0.182, -1.960, 0.977], [-1.106, -0.872, 2.006], [-3.389, -0.015, 0.918], [-5.572, -0.946, 0.163]],
  "forces_ev_per_a": [[0.170, 0.666, 0.436], [-0.500, -0.116, 0.335], [0.020, 0.546, 0.286], [-0.189, 0.148, 0.303], [0.184, -0.085, 0.145], [-0.018, 0.003, -0.299], [0.087, -0.088, -0.139], [-0.007, -0.065, -0.196], [0.059, -0.078, 0.022], [-0.104, -0.236, 0.023], [0.004, -0.045, -0.084], [0.010, 0.023, 0.021], [-0.022, -0.035, 0.019], [0.009, -0.016, 0.016], [-0.020, -0.001, 0.009], [-0.018, -0.008, -0.003], [-0.026, -0.016, 0.021], [0.009, 0.004, -0.051], [-0.007, 0.004, -0.028], [-0.028, -0.019, -0.017], [0.003, -0.003, -0.004], [0.029, 0.026, -0.006], [0.017, 0.015, -0.002], [0.049, 0.012, 0.006], [0.033, 0.018, 0.003], [0.030, -0.021, 0.006], [0.010, 0.041, -0.016], [0.063, 0.070, 0.146], [-0.079, -0.202, -0.019], [0.167, 0.057, -0.062], [-0.165, -0.013, -0.113], [-0.061, -0.090, 0.067], [-0.023, -0.003, -0.002], [-0.023, -0.027, 0.007], [0.017, 0.001, -0.005], [0.023, -0.007, -0.045], [-0.020, 0.010, -0.026], [0.016, 0.018, 0.014], [0.092, -0.026, -0.007], [-0.004, -0.004, 0.006], [0.032, 0.023, 0.027], [-0.010, 0.022, -0.016], [-0.588, -0.437, 0.116], [0.952, 0.403, -1.087], [0.138, -0.199, -0.013], [-0.064, -0.052, 0.210], [0.034, 0.168, 0.060], [-0.386, -0.192, 0.228], [-0.114, -0.092, -0.034], [0.029, -0.043, 0.037], [-0.002, 0.012, -0.038], [-0.048, -0.008, 0.090], [0.000, 0.009, -0.026], [0.120, 0.075, -0.131], [0.005, 0.025, 0.012], [-0.073, -0.063, -0.062], [0.142, 0.040, 0.004], [0.015, -0.183, -0.095], [0.332, 0.258, 0.273], [-0.252, -0.234, -0.281], [-0.262, 0.030, -0.091], [0.221, 0.104, 0.070], [-0.003, 0.017, 0.009], [-0.027, 0.019, 0.004], [-0.028, -0.038, -0.046], [0.041, -0.061, 0.027], [-0.014, -0.052, -0.019], [0.027, -0.006, 0.006]],
  "s_squared": 6.07,
  "homo_ha": [-0.2387, -0.2732],
  "orbital_gap_ev": [6.84, 7.63],
  "multiplicity": 5
}

---

{
  "formula": "C24H37IN2O8S5",
  "method": "wB97M-V/def2-TZVPD",
  "species": ["S", "C", "C", "C", "N", "C", "C", "N", "C", "C", "C", "I", "H", "H", "H", "H", "H", "C", "C", "C", "S", "O", "O", "C", "H", "H", "H", "H", "H", "H", "H", "H", "C", "C", "C", "S", "O", "O", "C", "H", "H", "H", "H", "H", "H", "H", "H", "C", "C", "C", "S", "O", "O", "C", "H", "H", "H", "H", "H", "H", "H", "H", "C", "C", "C", "S", "O", "O", "C", "H", "H", "H", "H", "H", "H", "H", "H"],
  "positions_angstrom": [[7.920, 1.998, 1.920], [6.328, 1.294, 1.361], [5.116, 1.753, 2.024], [3.766, 1.215, 1.626], [2.665, 1.697, 2.326], [1.515, 1.138, 1.874], [1.437, 0.165, 0.749], [2.499, -0.319, 0.056], [3.682, 0.225, 0.543], [4.960, -0.237, -0.111], [6.271, 0.244, 0.258], [8.085, -0.477, -0.677], [8.158, 1.352, 3.121], [5.225, 2.531, 2.825], [0.553, 1.426, 2.376], [0.420, -0.202, 0.449], [4.905, -0.994, -0.935], [-3.342, 2.234, -1.970], [-2.318, 1.380, -2.721], [-1.224, 0.992, -1.723], [-2.007, 0.969, -0.110], [-1.427, 2.022, 0.698], [-2.095, -0.395, 0.357], [-3.616, 1.500, -0.664], [-4.256, 2.373, -2.549], [-2.918, 3.222, -1.763], [-2.806, 0.479, -3.102], [-1.898, 1.911, -3.577], [-0.812, 0.006, -1.938], [-0.423, 1.731, -1.699], [-4.079, 2.128, 0.092], [-4.220, 0.611, -0.834], [-8.771, 0.497, -2.804], [-8.945, -0.944, -3.294], [-7.614, -1.669, -3.071], [-6.829, -0.853, -1.682], [-5.624, -0.205, -2.150], [-6.830, -1.739, -0.546], [-8.086, 0.393, -1.447], [-9.727, 1.018, -2.731], [-8.137, 1.050, -3.503], [-9.733, -1.433, -2.714], [-9.241, -0.981, -4.344], [-7.763, -2.721, -2.833], [-6.956, -1.573, -3.934], [-7.627, 1.326, -1.123], [-8.776, 0.029, -0.684], [-5.525, 3.866, 4.213], [-4.975, 2.479, 4.557], [-5.873, 1.445, 3.871], [-6.548, 2.252, 2.422], [-7.975, 2.385, 2.590], [-5.967, 1.667, 1.236], [-5.792, 3.844, 2.713], [-4.826, 4.658, 4.483], [-6.459, 4.039, 4.757], [-3.953, 2.389, 4.178], [-4.939, 2.315, 5.635], [-5.312, 0.564, 3.564], [-6.706, 1.151, 4.511], [-6.461, 4.638, 2.383], [-4.859, 3.879, 2.147], [10.848, -5.564, -0.432], [11.628, -4.466, 0.298], [12.498, -3.752, -0.742], [11.642, -3.918, -2.308], [12.444, -4.734, -3.186], [11.131, -2.629, -2.710], [10.291, -4.909, -1.690], [10.052, -5.977, 0.190], [11.524, -6.380, -0.703], [10.926, -3.755, 0.742], [12.237, -4.874, 1.107], [12.620, -2.696, -0.508], [13.474, -4.226, -0.840], [9.981, -5.627, -2.448], [9.466, -4.235, -1.451]],
  "forces_ev_per_a": [[-0.459, -0.424, 0.178], [-1.955, -0.695, 0.469], [0.901, -1.585, -2.028], [1.605, 0.262, 0.028], [-1.069, -2.199, -2.177], [0.701, -0.175, -0.329], [0.578, 0.134, 0.101], [-0.673, 2.164, 2.622], [2.113, 0.065, -0.293], [1.289, 0.889, 0.723], [-2.709, 0.940, 1.326], [-1.317, 0.394, 0.512], [-0.582, 0.196, -0.937], [-0.387, -0.955, -0.927], [1.113, -0.251, -0.643], [1.149, 0.314, 0.411], [-0.215, 0.824, 0.959], [0.100, 0.067, -0.026], [-0.131, -0.030, -0.182], [0.286, 0.004, -0.471], [-0.801, 0.065, -0.453], [0.166, -0.279, 0.250], [0.401, 0.203, 0.370], [-0.024, 0.282, -0.114], [0.022, -0.061, 0.067], [-0.039, -0.024, -0.003], [-0.013, 0.057, 0.073], [0.023, -0.049, 0.057], [0.048, 0.054, 0.188], [-0.037, -0.047, 0.134], [0.125, -0.161, 0.081], [0.102, 0.061, 0.095], [0.023, -0.010, -0.105], [-0.157, 0.021, -0.024], [-0.249, -0.201, -0.440], [-0.420, -0.030, 0.339], [-0.048, -0.252, -0.031], [0.385, 0.086, -0.145], [-0.276, 0.390, -0.131], [0.066, -0.010, 0.003], [-0.032, 0.010, 0.057], [0.054, 0.034, -0.017], [0.024, -0.031, 0.064], [0.201, 0.068, 0.077], [0.060, 0.026, 0.128], [0.127, -0.161, 0.127], [0.126, -0.021, 0.018], [-0.047, -0.022, 0.134], [0.164, 0.064, 0.032], [0.259, -0.233, 0.415], [0.212, 0.078, 0.196], [0.055, -0.123, -0.290], [-0.508, 0.004, -0.081], [0.152, 0.382, 0.143], [-0.051, -0.032, -0.030], [0.033, 0.034, -0.061], [-0.064, 0.006, 0.004], [-0.005, -0.019, -0.074], [-0.179, 0.015, -0.123], [-0.051, 0.041, -0.159], [-0.051, -0.152, -0.107], [-0.061, -0.053, -0.012], [0.089, -0.070, 0.047], [-0.090, 0.001, 0.133], [0.208, 0.034, 0.504], [-0.241, 0.105, 0.072], [-0.053, 0.229, -0.078], [0.203, -0.152, -0.199], [-0.254, -0.304, 0.224], [0.039, 0.012, -0.049], [-0.067, 0.022, -0.017], [0.029, -0.038, -0.040], [-0.025, 0.048, -0.048], [0.036, -0.035, -0.208], [-0.073, 0.027, -0.139], [0.080, 0.149, -0.102], [0.065, 0.023, -0.069]],
  "homo_ha": -0.3195,
  "smiles": "Sc1cc2nccnc2cc1I.O=S1(=O)CCCC1.O=S1(=O)CCCC1.O=S1(=O)CCCC1.O=S1(=O)CCCC1",
  "orbital_gap_ev": 8.24,
  "multiplicity": 1
}

---

{
  "formula": "C24H37KN4O7",
  "method": "wB97M-V/def2-TZVPD",
  "species": ["K", "C", "C", "O", "C", "C", "O", "C", "C", "O", "C", "C", "O", "C", "C", "O", "H", "H", "H", "H", "H", "H", "H", "H", "H", "H", "H", "H", "H", "H", "H", "H", "H", "H", "H", "H", "C", "O", "C", "O", "N", "N", "H", "H", "H", "H", "H", "H", "C", "N", "C", "C", "C", "C", "C", "N", "C", "C", "C", "C", "C", "C", "H", "H", "H", "H", "H", "H", "H", "H", "H", "H", "H"],
  "positions_angstrom": [[-0.288, 0.982, -0.064], [0.260, 0.672, 3.502], [-0.713, -0.494, 3.397], [-1.557, -0.257, 2.294], [-2.604, -1.182, 2.156], [-3.483, -0.709, 1.017], [-2.810, -0.613, -0.221], [-2.752, -1.787, -1.007], [-1.422, -2.508, -0.901], [-0.432, -1.625, -1.373], [0.865, -2.175, -1.486], [1.551, -2.374, -0.151], [1.686, -1.119, 0.473], [2.285, -1.195, 1.748], [2.326, 0.197, 2.345], [1.069, 0.837, 2.360], [0.878, 0.550, 4.399], [-0.314, 1.598, 3.596], [-1.296, -0.549, 4.327], [-0.186, -1.450, 3.274], [-3.211, -1.224, 3.071], [-2.211, -2.192, 1.975], [-3.825, 0.300, 1.250], [-4.357, -1.367, 0.935], [-2.882, -1.475, -2.045], [-3.568, -2.471, -0.744], [-1.457, -3.415, -1.521], [-1.224, -2.813, 0.133], [1.428, -1.457, -2.083], [0.831, -3.133, -2.022], [2.535, -2.833, -0.320], [0.980, -3.056, 0.495], [3.315, -1.571, 1.670], [1.723, -1.893, 2.382], [2.974, 0.822, 1.731], [2.752, 0.140, 3.354], [2.608, 1.541, -4.701], [1.586, 2.472, -4.344], [0.712, 2.029, -3.413], [0.792, 0.943, -2.879], [-0.243, 2.970, -3.203], [-1.095, 2.799, -2.112], [3.182, 2.025, -5.486], [2.171, 0.614, -5.068], [3.250, 1.324, -3.848], [-0.027, 3.900, -3.532], [-2.039, 3.056, -2.362], [-0.786, 3.338, -1.300], [2.643, 3.730, -0.691], [1.285, 3.451, -0.251], [0.875, 4.113, 0.769], [-0.421, 4.024, 1.369], [-0.820, 4.645, 2.563], [-2.145, 4.261, 2.771], [-2.471, 3.440, 1.681], [-1.444, 3.285, 0.832], [3.605, 2.618, -0.331], [4.621, 2.838, 0.593], [5.516, 1.827, 0.923], [5.406, 0.580, 0.326], [4.384, 0.347, -0.587], [3.489, 1.355, -0.907], [3.025, 4.667, -0.262], [2.637, 3.854, -1.779], [1.551, 4.828, 1.264], [-0.214, 5.290, 3.183], [-2.794, 4.549, 3.584], [-3.426, 2.967, 1.484], [4.718, 3.813, 1.058], [6.304, 2.019, 1.641], [6.109, -0.207, 0.572], [4.284, -0.630, -1.046], [2.678, 1.163, -1.599]],
  "forces_ev_per_a": [[0.000, -0.198, -0.121], [-0.181, -0.055, 0.067], [0.135, 0.121, -0.013], [0.125, 0.078, -0.008], [-0.054, -0.031, 0.012], [-0.018, -0.008, 0.025], [0.025, -0.005, -0.049], [0.063, -0.010, 0.021], [-0.036, 0.026, 0.013], [0.021, 0.042, 0.001], [-0.021, 0.019, 0.011], [0.009, 0.014, -0.023], [-0.052, 0.010, 0.025], [-0.007, -0.053, -0.001], [0.015, -0.007, -0.036], [0.039, 0.033, -0.091], [-0.004, -0.011, 0.015], [-0.029, -0.007, 0.005], [-0.020, 0.015, -0.012], [-0.020, 0.002, 0.005], [0.010, 0.014, 0.003], [0.000, 0.000, -0.008], [-0.004, -0.005, 0.005], [-0.002, 0.007, -0.012], [-0.017, 0.001, 0.001], [0.008, -0.017, 0.008], [0.001, 0.000, -0.003], [-0.009, 0.004, 0.009], [0.010, 0.001, 0.005], [0.001, -0.006, 0.005], [0.003, 0.001, -0.008], [0.005, -0.011, 0.000], [-0.006, 0.000, -0.009], [0.004, 0.011, -0.001], [0.005, 0.003, 0.027], [0.000, 0.022, 0.000], [-0.005, -0.003, -0.005], [-0.001, 0.003, -0.009], [0.017, 0.018, 0.024], [-0.005, -0.007, -0.013], [0.012, -0.033, 0.044], [-0.002, 0.123, 0.085], [0.002, -0.001, -0.001], [0.005, 0.000, -0.002], [0.000, 0.004, -0.005], [0.011, -0.002, 0.000], [0.007, 0.004, -0.034], [-0.120, -0.122, -0.136], [0.012, -0.024, 0.027], [0.014, -0.019, -0.069], [0.027, 0.103, 0.207], [0.015, -0.067, -0.046], [0.034, 0.027, 0.029], [0.003, 0.007, 0.017], [-0.011, -0.040, -0.020], [-0.052, 0.035, 0.105], [0.023, 0.014, 0.005], [0.039, -0.040, 0.001], [-0.010, 0.032, -0.001], [-0.015, -0.028, -0.013], [0.056, -0.011, 0.025], [-0.049, 0.059, -0.020], [-0.024, 0.012, -0.010], [0.021, -0.011, -0.006], [0.014, -0.012, -0.027], [0.003, -0.002, -0.004], [-0.005, -0.005, -0.002], [0.004, 0.003, -0.003], [-0.012, 0.004, -0.003], [0.002, -0.002, -0.001], [0.003, 0.004, 0.001], [-0.018, 0.006, -0.011], [0.009, -0.029, 0.002]],
  "homo_ha": -0.2346,
  "orbital_gap_ev": 6.54,
  "multiplicity": 1
}